# 1
Entry from the Open Molecules 2025 dataset: a 8-piece molecular cluster, C8H32O8 overall (ωB97M-V/def2-TZVPD).

```
48
Properties=species:S:1:pos:R:3:forces:R:3
C 11.71561 -26.84149 -3.91555 -0.1 0.6 -0.3
C 11.60612 -27.52751 -2.56867 0.5 0.1 0.4
C 11.06786 -28.93876 -2.66346 -0.7 -0.4 0.1
O 12.92739 -27.54241 -2.01730 0.2 0.0 -0.3
H 12.12231 -25.82949 -3.82832 0.1 -0.1 0.2
H 10.74832 -26.70396 -4.40533 -0.1 -0.3 0.1
H 12.37272 -27.38109 -4.59851 0.0 -0.2 0.1
H 11.00809 -26.90416 -1.88927 -0.3 -0.2 -0.2
H 9.98165 -28.96334 -2.80600 0.1 0.2 -0.2
H 11.23469 -29.51045 -1.74959 0.3 0.2 0.1
H 11.51930 -29.48136 -3.49526 0.1 0.1 0.0
H 12.90473 -27.73162 -1.06562 0.0 -0.1 -0.2
C 16.63769 -24.68057 3.35547 0.4 0.0 -0.1
C 15.24559 -25.00538 2.81501 0.8 0.0 -0.1
C 14.51228 -23.84865 2.17506 -0.7 0.5 0.1
O 15.39902 -26.05093 1.82283 -0.1 0.1 0.2
H 17.04598 -25.48338 3.97138 -0.3 0.0 0.2
H 16.68887 -23.74230 3.90763 -0.2 -0.1 0.1
H 17.37801 -24.61261 2.55020 -0.3 0.2 -0.2
H 14.61988 -25.44623 3.58987 0.0 0.0 0.1
H 14.36699 -22.96619 2.80283 0.4 -0.2 0.3
H 13.48858 -24.18131 1.98338 0.1 0.0 -0.4
H 14.98502 -23.49165 1.25760 0.1 -0.2 -0.1
H 15.96746 -25.69282 1.12533 -0.1 -0.2 -0.1
C 16.25804 -28.79550 4.11720 -0.1 0.2 -0.9
O 15.33549 -28.68245 3.02762 0.0 0.3 0.4
H 15.78510 -29.33407 4.93281 0.0 -0.2 -0.1
H 17.14486 -29.30068 3.72737 0.1 -0.2 0.5
H 16.56364 -27.81786 4.49980 -0.1 0.0 0.0
H 15.55089 -27.86813 2.54569 -0.1 -0.2 0.0
C 10.79719 -24.93310 2.95283 -0.3 -0.4 -0.4
O 11.00700 -23.88816 3.87742 0.5 0.0 0.2
H 10.10319 -25.70582 3.29680 -0.2 0.2 0.2
H 10.43366 -24.53932 1.99826 0.0 -0.1 -0.1
H 11.71950 -25.47809 2.75771 0.2 0.3 0.1
H 10.16940 -23.54621 4.19447 -0.1 -0.1 -0.1
O 12.20618 -24.24875 -0.75161 -0.3 0.4 0.2
H 12.33708 -23.49684 -0.15678 0.0 -0.1 -0.1
H 11.55329 -23.94900 -1.39768 0.1 -0.1 0.0
O 12.48292 -29.51494 0.68690 -0.1 0.1 0.2
H 13.03222 -29.98274 1.32645 0.0 0.1 -0.1
H 12.52525 -28.58238 0.96246 0.1 -0.2 -0.1
O 14.61418 -25.23249 -1.87096 0.1 0.0 0.0
H 13.80938 -24.89509 -1.44544 0.3 -0.1 -0.3
H 14.33349 -26.08314 -2.25071 -0.1 0.2 0.3
O 12.93959 -26.71747 0.70932 -0.2 0.5 0.1
H 12.65432 -25.96763 0.15924 0.0 -0.3 0.2
H 13.76480 -26.41185 1.13513 0.0 -0.3 -0.2
```
Positions in Å, forces in eV/Å.

structure (SMILES): CC(C)O.CC(C)O.CO.CO.O.O.O.O
LUMO energy: 0.074 eV
charge: 0

# 2
Entry from the Open Molecules 2025 dataset: a single C3H8N4O molecule at a distorted geometry (ωB97M-V/def2-TZVPD).

```
16
Properties=species:S:1:pos:R:3:forces:R:3
C -2.53495 0.13577 -0.45439 0.0 0.2 -0.1
C -0.35583 0.49978 0.35555 -0.8 -0.8 1.1
C 1.01754 -0.28191 0.91109 -1.1 0.5 -1.1
N 2.07728 0.23844 -1.13705 0.0 0.0 0.6
N 1.31732 -1.59598 0.76760 0.2 0.0 0.2
O -0.69814 1.60220 1.07192 0.1 -0.1 -0.3
N 1.37100 0.63034 0.01323 1.1 0.0 -0.6
N -1.11888 -0.15900 -0.40270 0.7 0.2 0.4
H 0.05073 1.80974 1.64421 0.0 0.0 0.0
H 2.44697 1.07531 -1.57014 -0.1 -0.1 0.0
H 2.84853 -0.37877 -0.89564 -0.1 0.0 -0.1
H 0.74868 -2.22474 1.31597 0.2 0.1 -0.1
H 1.57820 -1.95715 -0.14426 -0.2 0.1 0.0
H -2.76670 0.62116 -1.40592 -0.1 0.0 0.0
H -3.09342 -0.80093 -0.42116 0.0 0.0 0.0
H -2.88833 0.78574 0.35170 0.1 0.0 0.0
```
Positions in Å, forces in eV/Å.

LUMO energy: 0.807 eV
charge: 0

# 3
Entry from the Open Molecules 2025 dataset: a 2-piece molecular cluster, C3H7BrNO overall (ωB97M-V/def2-TZVPD).

```
13
Properties=species:S:1:pos:R:3:forces:R:3
O 0.48768 -1.84881 0.85695 -0.1 0.1 -0.2
C 0.12605 -0.98924 0.05879 0.1 0.4 0.3
N 0.09824 0.33001 0.39609 -0.2 -0.1 -0.5
C -0.31741 -1.30176 -1.35471 -0.1 -0.4 -0.4
C 0.49752 0.76907 1.71897 0.0 0.3 0.1
H -0.20945 1.01633 -0.29732 0.1 -0.2 0.3
H 0.32977 -0.79848 -2.09260 -0.3 -0.1 0.3
H -0.25529 -2.39096 -1.51723 0.0 0.5 0.2
H -1.35892 -0.97982 -1.52271 0.5 0.0 0.0
H 0.39983 1.86612 1.77854 0.0 -0.5 -0.1
H 1.54651 0.49756 1.92518 -0.4 0.0 0.0
H -0.14219 0.31624 2.49506 0.3 0.1 -0.3
Br -1.20232 3.51378 -2.44496 0.1 -0.2 0.2
```
Positions in Å, forces in eV/Å.

LUMO energy: 3.439 eV
charge: -1

# 4
Entry from the Open Molecules 2025 dataset: C34H39F5N8O6S2Ta as an isolated structure (ωB97M-V/def2-TZVPD).

```
95
Properties=species:S:1:pos:R:3:forces:R:3
Ta 0.99376 0.49495 -0.23474 0.0 -0.4 -0.8
C 0.27317 -1.49685 2.25248 0.2 0.3 0.0
N 0.81611 -1.54523 0.85466 -0.1 -0.3 0.1
C 2.11151 -2.28192 0.79196 -0.1 0.0 0.0
C 3.21366 -1.29687 0.91342 0.2 -0.1 0.0
N 3.04102 -0.00161 0.72273 -0.4 -0.3 0.1
C 4.30670 0.58513 0.93205 0.1 0.1 0.0
C 4.75590 1.90859 0.96817 0.0 0.1 0.1
C 6.09011 2.13254 1.23564 0.0 0.0 0.0
C 6.99013 1.08350 1.47993 0.0 0.0 0.0
C 6.56183 -0.22505 1.48949 0.0 0.0 0.0
C 5.21612 -0.43658 1.21742 -0.1 -0.1 0.0
N 4.47685 -1.61596 1.20126 0.0 0.1 0.0
C 0.39885 -0.10014 2.75828 -0.1 0.1 -0.3
N 0.59013 0.91111 1.91532 0.0 0.1 0.2
C 0.46160 2.08853 2.69217 0.1 -0.1 0.1
C 0.54644 3.44679 2.38255 0.0 0.0 0.0
C 0.39079 4.35344 3.41337 0.0 0.0 0.0
C 0.15607 3.94364 4.73318 0.0 0.0 0.0
C 0.06238 2.60593 5.05650 0.0 0.0 0.0
C 0.21668 1.70758 4.01057 0.0 -0.2 0.0
N 0.17410 0.31058 3.99965 0.0 0.0 0.1
H -0.78264 -1.76146 2.22922 0.0 -0.1 0.0
H 0.78298 -2.22420 2.88250 0.1 0.1 0.0
H 0.14468 -2.09930 0.32029 0.0 0.1 0.1
H 2.17190 -3.02062 1.59165 0.0 -0.1 0.0
H 2.16992 -2.82952 -0.14922 0.0 0.0 0.0
H 4.10364 2.75587 0.83884 0.1 -0.1 0.0
H 6.44958 3.15197 1.27221 0.0 0.0 0.0
H 8.02779 1.30968 1.68207 0.0 0.0 0.0
H 7.23312 -1.04553 1.70542 0.0 0.0 0.0
H 4.82840 -2.54146 1.39829 0.0 0.0 0.0
H 0.64561 3.82003 1.37196 0.0 0.0 0.0
H 0.43728 5.41122 3.19256 0.0 0.0 0.0
H 0.03816 4.68971 5.50673 0.0 0.0 0.0
H -0.12015 2.27756 6.07111 0.0 0.0 0.0
H -0.01941 -0.28301 4.79367 0.0 0.0 0.0
C 2.62426 3.16662 -1.44492 -0.2 0.0 0.1
O 2.18235 2.36462 -0.29224 -0.1 -0.2 0.0
H 3.51805 3.71255 -1.15369 0.0 0.0 0.0
H 1.82359 3.84712 -1.72590 0.0 0.0 0.0
H 2.84159 2.46583 -2.23625 0.0 0.0 0.0
H 1.97889 2.96484 0.44302 0.0 0.0 0.0
F -5.80247 1.71800 1.95335 0.1 0.0 0.0
C -4.62606 1.81870 1.37062 -0.1 0.0 0.1
C -3.72663 0.76734 1.45173 0.0 0.0 0.0
F -4.02794 -0.32635 2.14160 0.0 0.0 -0.1
C -2.51080 0.87274 0.81373 0.0 0.0 0.1
F -1.66624 -0.18742 0.86253 0.0 0.0 -0.1
C -2.12045 2.01335 0.14332 0.1 0.2 0.0
S -0.52845 2.30379 -0.56690 -0.1 0.2 -0.1
C -3.03466 3.06312 0.08314 0.0 0.0 0.0
F -2.70342 4.18014 -0.55297 0.0 0.0 0.0
C -4.28148 2.97225 0.67849 0.0 0.0 0.0
F -5.12823 3.97735 0.60282 0.0 0.0 0.0
C -5.86030 -2.92911 1.35573 0.0 0.1 0.0
C -5.96036 -2.88048 -0.16215 0.0 0.0 0.0
S -4.54055 -2.09234 -0.89698 0.0 -0.2 0.1
O -4.79972 -0.67885 -1.07537 0.0 0.1 0.0
O -3.32863 -2.45412 -0.18126 0.0 0.0 0.0
C -4.39051 -2.83940 -2.51434 0.0 0.0 0.0
C -3.45349 -2.02332 -3.39394 0.0 0.1 0.1
N -2.13965 -1.79528 -2.75616 0.2 0.0 -0.3
C -1.70658 -0.60830 -2.26772 -0.2 0.0 0.0
N -0.54332 -0.77515 -1.61111 0.1 0.4 0.3
C -0.19262 -2.09126 -1.79688 0.2 -0.2 -0.2
C -1.16626 -2.71819 -2.48293 -0.1 0.0 0.2
N -1.14904 -4.11427 -2.86187 0.0 0.1 -0.1
O -2.06103 -4.52889 -3.53801 -0.1 0.0 0.0
O -0.19175 -4.74162 -2.46854 0.1 0.0 0.0
C -2.41176 0.64773 -2.64608 0.0 0.0 0.0
H -6.69310 -3.51563 1.73911 0.0 0.0 0.0
H -5.92604 -1.93261 1.78975 0.0 0.0 0.0
H -4.93032 -3.39436 1.67538 0.0 0.0 0.0
H -6.81097 -2.28908 -0.50219 0.0 0.0 0.0
H -6.02813 -3.87644 -0.60453 0.1 0.0 0.0
H -5.36862 -2.88969 -2.99486 0.0 0.1 0.1
H -4.02878 -3.85219 -2.34808 0.0 0.0 -0.1
H -3.88252 -1.04248 -3.56836 0.0 0.0 0.0
H -3.30895 -2.52663 -4.34481 0.0 0.0 0.0
H 0.77079 -2.52330 -1.58112 -0.1 0.1 0.2
H -2.62190 0.60747 -3.71598 0.0 0.0 0.0
H -1.78472 1.51558 -2.49115 0.0 -0.1 0.0
H -3.36092 0.75692 -2.11987 0.1 0.0 0.0
C 3.73533 -1.37120 -2.45127 0.0 0.0 0.0
C 2.61825 -0.46929 -2.92714 0.0 0.0 -0.1
C 3.12698 0.63781 -3.82283 -0.1 0.0 0.0
O 1.89257 0.07501 -1.78080 0.3 0.3 0.3
H 4.23379 -1.80202 -3.31908 0.0 0.0 0.0
H 3.36266 -2.20653 -1.85797 0.0 0.0 0.0
H 4.47767 -0.80667 -1.88311 0.0 0.0 0.0
H 1.85241 -1.04114 -3.45668 0.0 0.0 0.0
H 3.92312 1.20409 -3.33690 0.0 0.0 0.0
H 2.32535 1.30170 -4.14730 0.0 0.0 0.0
H 3.55493 0.18592 -4.71744 0.0 0.0 0.0
```
Positions in Å, forces in eV/Å.

LUMO energy: -9.071 eV
charge: +3

# 5
Entry from the Open Molecules 2025 dataset: a 2-piece molecular cluster, C3H2N4 overall at a distorted geometry (ωB97M-V/def2-TZVPD).

```
9
Properties=species:S:1:pos:R:3:forces:R:3
N -2.48071 -0.05919 0.83532 1.0 0.7 -0.2
C -1.51720 0.54541 0.60793 -0.7 -0.5 0.2
C -0.29669 1.24302 0.32164 0.1 -0.1 0.0
C 0.82087 0.52665 0.27815 0.2 -0.2 -0.1
N 1.79582 -0.18459 0.12225 -0.6 0.6 0.2
H -0.29141 2.32149 0.14588 0.0 -0.5 0.1
H 2.38313 -0.36142 0.93692 -0.1 0.0 -0.1
N 0.19536 -2.38267 -1.53808 -1.5 1.3 -0.3
N -0.60918 -1.64869 -1.71000 1.4 -1.3 0.3
```
Positions in Å, forces in eV/Å.

structure (SMILES): N#CC=C=N.N#N
LUMO energy: 0.614 eV
charge: 0

In the order shown, the computed relative energy (zero: lowest compared OMol25 entry of this formula, charge and spin) values come out to 0.00; 108.03; 0.00; 26.41; 0.63 kcal/mol.
In the order shown, the computed HOMO energy values come out to -9.81; -8.33; -3.84; -16.23; -9.81 eV.